85
Properties=species:S:1:pos:R:3:forces:R:3 method="wB97M-V/def2-TZVPD" charge=+1 energy_ev=-80646.2880 gap_ev=6.9 e_lumo_ev=-4.25
C -6.43579 -1.61818 -3.47304 0.6 0.3 0.2
C -5.16719 -0.99730 -2.86688 -1.0 -0.3 -0.4
O -4.03186 -1.75161 -3.34593 0.4 -0.2 0.0
P -2.60894 -1.40972 -2.72936 0.1 1.0 0.8
O -2.58856 -0.09403 -2.05445 0.0 -0.1 -0.1
C -2.20173 -2.71154 -1.52240 -0.2 0.3 -0.4
C -2.54938 -2.16977 -0.13824 0.2 -0.8 0.1
C -2.30035 -3.23207 0.95480 0.1 0.4 -0.2
C -2.09627 -2.54941 2.27230 -0.4 0.5 0.1
C -2.82660 -1.39549 2.59339 0.6 -0.1 0.8
C -2.57641 -0.73850 3.78047 -0.7 0.1 -0.4
C -3.26991 0.54613 4.17871 0.4 -0.3 -0.3
I -5.20869 0.77832 3.30816 -0.1 -0.1 0.1
C -2.35627 1.74920 3.88335 -0.7 0.2 -0.3
C -2.96126 3.07571 4.31073 0.7 0.1 0.1
I -1.92692 1.85251 1.77025 0.3 0.0 0.0
C -1.59841 -1.30703 4.62932 -0.1 -0.3 -0.4
Cl -1.20492 -0.60487 6.12932 0.1 0.0 0.2
N -0.95995 -2.40613 4.33433 0.0 0.1 0.0
N -1.21603 -2.98029 3.16976 0.1 -0.4 -0.1
C -0.40209 -4.18571 2.91268 0.6 -0.3 0.3
C 0.81044 -3.88035 2.03978 -0.2 0.6 0.3
C 1.74711 -2.88972 2.69739 0.3 -0.1 -0.1
F 2.07055 -3.34042 3.96709 -0.1 0.1 0.2
O -1.54149 -1.54106 -3.88453 -0.2 -0.4 0.1
C -0.94453 -0.31786 -4.38148 0.5 -0.1 -0.8
C -0.09597 -0.66159 -5.60599 -0.5 0.0 0.2
H -7.00783 -0.85497 -3.98628 -0.2 0.0 -0.1
H -7.04922 -2.05622 -2.69523 -0.2 -0.2 0.0
H -6.13868 -2.37090 -4.19301 -0.1 -0.2 -0.1
H -5.08389 0.03636 -3.17362 0.3 0.2 0.0
H -5.22411 -1.03723 -1.78466 0.2 0.1 0.2
H -1.12805 -2.86886 -1.58506 0.1 -0.2 -0.1
H -2.73413 -3.62859 -1.76161 0.0 -0.2 0.0
H -1.88213 -1.33856 0.05863 -0.2 0.4 0.0
H -3.58140 -1.83985 -0.12043 -0.1 0.3 0.1
H -1.42071 -3.78995 0.65806 0.0 -0.2 0.1
H -3.12852 -3.93243 1.05145 -0.1 -0.1 -0.1
H -3.56269 -1.01720 1.90944 -0.1 0.1 -0.1
H -3.44012 0.48483 5.24876 -0.1 0.2 0.2
H -1.40778 1.60742 4.38537 0.2 -0.2 0.0
H -2.16335 3.81420 4.32805 0.0 0.1 0.0
H -3.35156 3.01195 5.32370 -0.2 -0.1 0.1
H -3.70470 3.43624 3.61262 -0.3 -0.1 0.0
H -1.02905 -4.97138 2.51050 -0.2 0.0 -0.2
H -0.03677 -4.52579 3.87370 -0.1 0.1 0.2
H 1.36266 -4.79956 1.87894 -0.1 -0.2 -0.3
H 0.48974 -3.42717 1.10402 0.2 -0.2 -0.3
H 2.67597 -2.81711 2.13974 0.0 0.0 -0.2
H 1.32136 -1.88901 2.75919 -0.1 0.1 0.2
H -0.32420 0.11887 -3.60978 -0.1 0.1 0.3
H -1.71442 0.38637 -4.66701 -0.3 0.1 0.2
H 0.96220 -0.65541 -5.37593 0.2 0.0 -0.1
H -0.38349 -1.64187 -5.97179 0.1 -0.1 -0.1
H -0.30920 0.04632 -6.39888 0.2 0.1 -0.1
C 2.89872 -1.99302 -3.12479 0.1 0.1 0.0
C 2.10527 -1.69502 -1.86566 0.0 0.0 -0.1
O 2.89688 -1.55147 -0.70053 0.0 -0.2 0.2
C 3.85566 -0.49956 -0.71316 0.0 0.1 0.0
C 3.22017 0.87065 -0.85091 -0.1 -0.1 -0.1
H 3.52835 -2.87150 -2.98149 0.0 0.0 0.0
H 2.22215 -2.17834 -3.95972 0.0 0.0 0.0
H 3.54659 -1.16098 -3.40212 0.0 0.0 0.0
H 1.43517 -2.53232 -1.65554 0.0 0.0 0.1
H 1.47021 -0.81244 -2.01073 0.0 0.0 0.0
H 4.61317 -0.67417 -1.48280 -0.1 0.0 -0.1
H 4.37107 -0.56243 0.24504 0.0 -0.1 0.0
H 2.72406 0.99436 -1.81479 0.0 0.0 0.0
H 3.96731 1.65943 -0.76277 0.0 0.0 0.0
H 2.46762 0.99383 -0.07019 0.0 0.1 0.0
C 2.86690 5.67268 -0.64621 0.1 0.1 0.0
C 3.63220 4.62523 0.14513 -0.1 0.0 0.0
O 4.97815 4.46514 -0.25516 0.0 -0.2 -0.1
C 5.80496 5.61033 -0.13407 0.1 0.1 0.0
C 5.93238 6.13372 1.28598 -0.1 -0.1 0.0
H 2.92812 5.46365 -1.71495 0.0 0.0 0.0
H 1.81794 5.67685 -0.34786 0.0 0.0 0.0
H 3.26081 6.67620 -0.48199 0.0 0.0 0.0
H 3.16959 3.65065 -0.01012 0.0 0.0 0.0
H 3.57048 4.83361 1.21987 0.0 0.1 0.0
H 5.46182 6.40335 -0.80743 0.0 0.0 0.0
H 6.78374 5.29631 -0.49532 0.0 -0.1 0.0
H 4.98250 6.50818 1.67058 0.0 0.1 0.0
H 6.64874 6.95431 1.31843 0.0 0.0 0.0
H 6.27474 5.34306 1.95484 0.0 0.0 0.0


63
Properties=species:S:1:pos:R:3:forces:R:3 method="wB97M-V/def2-TZVPD" s_squared=3.77 spin_multiplicity=4 e_above_lowest_kj_mol=220.5 charge=-1 energy_ev=-177172.6898 gap_ev="6.0 / 7.1" e_lumo_ev="2.26 / 1.92"
V 1.02759 -1.13071 0.15685 -0.6 1.7 -0.1
C -4.42398 2.61773 0.60257 0.0 0.0 0.0
S -4.00583 0.86743 0.64649 0.1 0.1 0.0
C -2.22574 0.77190 0.60979 0.2 0.3 -0.2
S -0.32387 -0.77292 -1.88745 0.0 0.1 -0.3
N -1.90053 -0.29754 1.21635 0.1 -0.3 0.2
N -0.60535 -0.80520 1.35251 -0.6 0.2 0.5
C -0.38322 -1.14828 2.61268 0.2 0.0 0.0
C 0.86300 -1.74333 2.93452 0.1 0.0 -0.2
C 1.21205 -2.15071 4.23022 0.0 0.0 0.1
C 2.44128 -2.71051 4.44585 0.1 0.0 0.0
C 3.33364 -2.86040 3.36439 0.0 0.0 0.2
C 2.94464 -2.43669 2.12593 -0.3 0.1 -0.1
N 1.73137 -1.88708 1.88931 0.1 -0.2 0.9
H -5.44713 2.65891 0.97681 0.0 0.0 0.0
H -4.41038 3.02263 -0.40573 0.0 0.0 0.0
H -3.79499 3.19668 1.27611 0.0 0.0 0.0
H -1.11359 -0.92916 3.38113 -0.1 -0.1 0.0
H 0.50467 -2.00402 5.03712 0.0 0.0 0.0
H 2.73044 -3.02534 5.44161 0.0 0.0 0.0
H 4.31982 -3.28221 3.50206 0.0 0.0 0.0
H 3.60660 -2.49836 1.27236 0.0 0.0 -0.1
Br -1.20175 -4.01555 0.99836 0.0 0.1 0.0
C -0.00876 -4.03866 -0.46660 0.0 0.1 0.0
C -0.15326 -5.08975 -1.36037 -0.1 0.0 0.1
C 0.72905 -5.18080 -2.41382 0.0 -0.1 -0.1
C 1.73862 -4.24177 -2.51188 0.2 -0.1 -0.2
C 1.78446 -3.21933 -1.59771 0.1 0.2 0.2
N 0.89946 -3.07842 -0.58346 -0.1 -1.5 -0.7
C 2.88023 -2.16206 -1.65930 -0.2 0.2 0.5
O 3.78872 -2.30417 -2.45310 0.2 0.0 -0.2
O 2.72077 -1.23919 -0.77618 0.9 -0.5 -0.7
H -0.94562 -5.80729 -1.20970 0.0 0.0 0.0
H 0.63345 -5.98075 -3.13875 0.0 0.0 0.0
H 2.49757 -4.25750 -3.28143 0.0 0.0 0.0
I 1.92728 3.82138 -0.94410 0.1 0.1 -0.1
C 0.85150 2.34469 -2.03064 -0.2 0.1 0.1
C -0.55036 2.73953 -2.44468 0.0 -0.2 0.1
C -0.88302 2.03081 -3.73988 -0.1 0.2 0.1
C -0.31053 0.87362 -4.01388 0.2 -0.2 0.0
C 0.66853 0.26563 -3.04805 -0.3 0.1 0.2
N 1.42611 1.28056 -2.30597 0.0 -0.3 -0.1
H -0.53831 3.80957 -2.62507 0.0 0.2 -0.1
H -1.63096 2.48330 -4.37929 0.0 0.0 0.0
H -0.56282 0.30754 -4.90449 0.0 0.0 0.0
H 1.38841 -0.36955 -3.55300 0.1 0.0 0.0
F -2.67758 1.72271 -1.92346 0.0 0.0 0.0
C -1.68847 2.48698 -1.35247 0.0 0.0 0.0
C -1.23513 1.79269 -0.03826 -0.3 0.1 0.2
N -0.72746 2.75568 0.95177 -0.1 0.0 0.0
C 0.10264 2.28449 2.06693 -0.3 0.0 -0.1
C 1.23847 1.29711 1.80827 0.2 -0.2 -0.5
O 1.87436 1.00986 2.81148 0.1 -0.1 -0.1
O 1.40376 0.83896 0.60824 0.1 0.1 0.6
C -1.07896 4.06436 0.99916 0.0 0.0 0.1
O -0.77216 4.85349 1.87671 0.0 -0.2 -0.1
N -1.85990 4.54494 -0.06129 0.0 -0.1 -0.1
C -2.28332 3.87885 -1.16800 -0.1 0.0 0.0
O -3.01412 4.38274 -1.99247 0.0 0.0 0.1
H -0.39418 1.17416 -0.30411 0.2 -0.2 0.0
H -0.53130 1.81713 2.82447 0.0 0.0 0.0
H 0.54468 3.16036 2.52251 0.0 0.1 0.1
H -2.13059 5.51084 0.03204 0.0 0.1 0.0